The following is a DFT calculation (ωB97M-V with the def2-TZVPD basis set) of C27H30Br2MoN4O2SSe4Si as an isolated structure at a distorted geometry.

```
72
Properties=species:S:1:pos:R:3:forces:R:3:mulliken_spin:R:1
Mo 0.2719 0.2491 0.1653 -1.28 0.90 0.15 0.889
Se -1.1662 1.2766 -1.5624 -1.69 0.42 0.40 0.026
Se 0.0986 2.9933 -2.5558 0.83 1.10 -0.61 0.376
Se -0.9484 4.8134 -3.3638 -0.01 -0.44 0.25 0.534
Se -2.9899 2.2741 -0.6613 -0.61 0.45 0.20 0.046
C -4.8316 -4.5009 -5.1392 0.04 0.03 0.01 0.000
C -3.6467 -3.6451 -4.7931 -0.02 -0.08 -0.03 0.000
C -3.8234 -2.5135 -4.0028 0.18 0.04 -0.12 0.003
C -2.7509 -1.7062 -3.6747 -0.24 0.16 0.12 0.014
C -1.4853 -2.0518 -4.1057 0.60 0.15 0.03 0.002
C -1.2893 -3.1681 -4.8909 0.19 0.08 -0.02 0.000
C -2.3707 -3.9554 -5.2449 -0.17 -0.03 0.06 0.000
S -0.0890 -1.0019 -3.6994 -0.21 0.44 0.34 0.023
O -0.5159 0.3270 -4.0516 0.05 -0.54 -0.56 0.010
O 1.0679 -1.5079 -4.4020 0.04 -0.46 -0.08 0.000
N 0.0727 -1.0929 -2.1037 -0.03 -0.23 -1.02 0.004
C 1.1825 -1.6769 -1.6035 0.10 0.16 -0.49 0.012
C 1.6652 -2.9172 -1.9951 0.95 -0.78 0.47 -0.037
C 2.8203 -3.4040 -1.3920 -0.68 0.32 -0.35 0.071
C 3.4926 -2.5916 -0.4864 0.21 0.27 0.11 -0.029
C 2.9620 -1.3623 -0.1520 0.02 0.11 -0.03 0.088
N 1.7824 -0.9212 -0.6443 1.04 -0.85 -0.79 0.021
H -5.2554 -4.9471 -4.2389 -0.04 -0.05 0.03 0.000
H -4.5530 -5.3012 -5.8218 -0.01 -0.06 -0.05 0.000
H -5.6102 -3.8995 -5.6071 -0.09 -0.01 -0.05 0.000
H -4.8119 -2.2530 -3.6578 -0.17 0.05 0.09 0.000
H -2.8954 -0.7965 -3.1099 0.02 0.13 0.15 -0.013
H -0.2892 -3.3723 -5.2411 0.10 -0.12 -0.06 0.000
H -2.2185 -4.8110 -5.8866 -0.02 -0.16 -0.06 0.000
H 1.1366 -3.4680 -2.7573 -0.02 -0.05 0.06 -0.006
H 3.1923 -4.3884 -1.6349 0.08 -0.08 -0.06 0.009
H 4.4227 -2.9116 -0.0411 0.05 0.05 0.07 0.000
H 3.4769 -0.6822 0.5212 -0.16 -0.19 0.04 0.003
Br 3.7732 -1.9156 5.4970 -0.12 0.05 -0.13 -0.001
C 2.6986 -1.2956 4.0347 0.18 1.16 0.29 -0.031
C 2.1067 -2.2307 3.1768 -0.36 -0.48 -0.55 0.005
C 1.3867 -1.7420 2.1058 0.09 -0.69 0.84 -0.016
N 1.2040 -0.4441 1.8372 0.28 -0.92 1.02 -0.020
C 1.7401 0.4652 2.7284 -0.22 1.49 -0.17 -0.026
C 2.5217 0.0433 3.8338 0.32 -0.82 0.30 0.028
C 1.4202 1.7824 2.3979 0.18 -1.25 0.61 0.036
C 1.8131 2.9195 3.1366 -0.06 0.93 0.06 -0.021
C 1.4069 4.1509 2.7369 0.57 -0.63 0.63 0.027
Br 1.9315 5.7067 3.7049 0.00 0.01 0.01 0.001
C 0.5657 4.2828 1.6050 -0.28 -0.29 -0.33 -0.011
C 0.1990 3.1523 0.9486 -0.54 1.25 -0.50 0.038
N 0.6096 1.8872 1.2527 0.58 -0.30 -0.23 0.008
H 2.2218 -3.2909 3.3374 -0.03 -0.05 -0.07 0.003
H 0.9324 -2.4490 1.4192 -0.03 0.07 -0.01 -0.006
H 2.9614 0.7809 4.4857 0.07 -0.02 0.08 0.003
H 2.4161 2.7878 4.0213 0.09 0.05 0.05 -0.003
H 0.2171 5.2474 1.2746 -0.10 0.00 -0.08 -0.002
H -0.4816 3.2684 0.1100 0.12 -0.20 0.22 -0.013
C -4.8106 -1.3364 -0.4461 0.37 -0.41 0.25 0.000
Si -3.5714 -2.5982 0.2531 0.43 -0.10 0.12 0.002
C -3.6461 -4.1918 -0.8139 -0.04 0.51 0.33 0.000
C -4.0503 -3.0588 2.0466 0.01 0.13 -0.60 0.000
C -1.7823 -1.9503 0.2361 -0.68 -0.44 -0.32 0.031
H -5.7505 -1.8064 -0.7266 -0.18 -0.19 -0.01 0.000
H -4.4067 -0.8452 -1.3250 0.12 0.13 -0.15 0.000
H -5.0286 -0.5466 0.2666 0.05 0.14 0.13 0.000
H -4.6718 -4.5069 -0.9827 -0.28 -0.07 -0.02 0.000
H -3.1218 -5.0163 -0.3425 0.16 -0.17 0.20 0.000
H -3.1894 -4.0303 -1.7859 0.10 0.11 -0.17 0.000
H -4.9820 -3.6154 2.0795 -0.26 -0.13 0.00 0.000
H -4.1743 -2.1675 2.6520 0.00 0.25 0.10 0.000
H -3.2829 -3.6666 2.5160 0.21 -0.14 0.02 0.000
H -1.1039 -2.7344 0.5897 -0.05 -0.24 -0.12 -0.001
H -1.5370 -1.7811 -0.8180 -0.11 -0.22 0.00 -0.015
C -1.5358 -0.6722 1.0195 0.00 0.59 0.09 -0.074
H -1.4399 -0.9118 2.0900 0.14 0.08 -0.08 -0.011
H -2.4035 -0.0035 0.9238 0.22 0.06 0.02 0.017
```
Forces are in eV/Å.

* multiplicity: 3
* ΔE to the lowest compared entry with this formula, charge and spin: 55.8 kcal per mole
* DFT total energy: -16926.0453 a.u.
* charge: -2